Entry 1:
The following is a quantum chemistry calculation of a molecular structure, C14H18BiClRh, from OMol25.

Positions of all 35 atoms, in Å:
C -3.078 -1.724 1.433
H 2.666 -2.113 0.292
H -3.956 -1.073 1.441
Bi 1.074 0.513 -0.292
H -4.182 -3.476 2.127
C -0.781 2.004 -3.037
C 0.279 -4.281 1.401
H 1.119 5.019 -0.416
H -1.871 2.200 -3.028
H 2.147 4.603 -1.840
Rh -0.139 3.387 -1.745
H -1.735 -0.163 0.756
H 2.103 3.478 -0.386
C -2.101 -3.898 1.834
C 1.727 1.324 1.691
C -0.693 -2.040 1.000
H -0.725 4.515 -3.980
C 1.678 -2.465 0.590
H 0.450 5.605 -2.929
C 1.522 -3.812 1.017
C 0.602 -1.606 0.585
H 1.181 0.762 2.458
H -0.361 2.270 -4.018
C -3.216 -3.074 1.818
H 2.381 -4.489 1.007
H 1.471 2.391 1.726
Cl 3.501 0.033 -0.800
H -2.163 -4.943 2.161
C -0.124 4.672 -3.067
H -0.554 0.966 -2.744
C -0.842 -3.422 1.418
H 0.128 -5.312 1.718
H 2.802 1.174 1.788
C -1.851 -1.215 1.036
C 1.543 4.189 -1.015

Results
- E_LUMO (alpha / beta): 3.0 / 1.8 eV
- Net charge: -1
- 2S+1: 5
- HOMO level (alpha / beta): -1.60 / -5.25 eV
- Gap between HOMO and LUMO (alpha / beta): 4.60 / 7.02 eV

Results of the Mulliken charge analysis, in e, for atoms 1 through 6: -0.65, 0.26, 0.36, 0.93, 0.35, -1.09

Entry 2:
The following is a quantum chemistry calculation of 2 unconnected molecules or ions with the total composition C4H13N2O, from OMol25.

Positions of all 20 atoms, in Å:
H -0.288 -2.106 1.429
O -2.278 -0.459 -2.398
H -0.485 3.017 -1.350
H 2.419 0.435 0.177
H 1.222 -0.823 -0.466
H 2.092 -1.726 1.652
H -0.271 1.228 0.883
H -2.030 -1.081 -3.093
N 0.227 0.762 0.096
C 1.475 -0.078 0.313
H -1.785 2.026 -2.028
C 1.459 -0.700 1.718
N -0.791 2.126 -1.558
H 1.831 0.082 2.382
H -3.200 -0.654 -2.158
H 0.643 0.594 -1.819
H 0.339 -1.881 3.068
C 0.078 -1.302 2.078
C -0.074 1.023 -1.127
H -0.583 -0.483 2.200

Results
- ΔE to the lowest compared entry with this formula, charge and spin: 294.9 kJ/mol
- E_LUMO: -4.4 eV
- Net charge: +1
- 2S+1: 1
- HOMO level: -14.68 eV
- Gap between HOMO and LUMO: 10.30 eV

Results of the Mulliken charge analysis, in e, for atoms 1 through 6: 0.32, -0.60, 0.19, 0.29, 0.44, 0.30

Entry 3:
The following is a quantum chemistry calculation of 2 unconnected molecules or ions with the total composition C4H13N2, from OMol25.

Positions of all 19 atoms, in Å:
H 2.198 -0.980 -1.493
H -1.780 -2.437 0.474
H 0.358 -1.344 0.519
C -0.689 1.603 1.862
H 2.060 0.747 -1.838
H -2.036 -1.713 -1.113
H 0.554 1.483 0.320
N 0.465 1.648 1.329
H 1.333 1.728 1.855
H -2.001 -0.678 0.316
H -0.062 -0.602 -2.254
H 2.075 0.135 -0.168
C 1.716 -0.052 -1.186
H -0.411 0.563 -1.016
H -1.543 1.580 1.196
C 0.215 -0.337 -1.233
C -1.553 -1.575 -0.148
H -0.783 1.680 2.938
N -0.116 -1.448 -0.360

Results
- ΔE to the lowest compared entry with this formula, charge and spin: 243.1 kJ/mol
- E_LUMO: -5.8 eV
- Net charge: +1
- 2S+1: 1
- HOMO level: -12.66 eV
- Gap between HOMO and LUMO: 6.89 eV

Results of the Mulliken charge analysis, in e, for atoms 1 through 6: 0.37, 0.34, 0.25, -0.10, 0.35, 0.30